# 1
Here is a molecular structure, C26H25CrN7O4S2 from the Open Molecules 2025 dataset. Energies are from the ωB97M-V functional and the def2-TZVPD basis.

XYZ file:
```
65
Properties=species:S:1:pos:R:3
Cr -0.077 0.414 0.641
O -2.482 -1.717 3.162
S -1.551 -1.703 2.075
O -0.144 -1.604 2.415
N -1.750 -0.389 1.115
C -2.828 -0.235 0.213
C -4.116 -0.664 0.359
C -5.056 -0.409 -0.667
C -4.705 0.250 -1.810
C -3.367 0.679 -1.994
C -2.875 1.309 -3.158
C -1.549 1.632 -3.246
C -0.695 1.346 -2.168
N -1.120 0.772 -1.065
C -2.444 0.430 -0.972
C -1.776 -3.168 1.119
C -1.722 -3.186 -0.268
C -1.802 -4.405 -0.923
C -1.923 -5.581 -0.197
C -1.974 -5.549 1.191
C -1.904 -4.339 1.861
H -4.407 -1.194 1.258
H -6.078 -0.741 -0.533
H -5.436 0.450 -2.583
H -3.552 1.525 -3.976
H -1.142 2.101 -4.130
H 0.355 1.605 -2.204
H -1.606 -2.273 -0.832
H -1.768 -4.433 -2.005
H -1.976 -6.532 -0.713
H -2.075 -6.467 1.755
H -1.958 -4.294 2.941
N 0.387 1.017 3.718
N 1.170 0.705 2.551
H 0.964 0.923 4.547
H -0.340 0.315 3.786
H 1.665 -0.173 2.689
H 1.853 1.447 2.458
O 3.560 2.070 -0.181
C 3.180 0.927 -0.334
N 1.871 0.508 -0.177
C 1.809 -0.819 -0.401
O 0.702 -1.373 -0.250
C 3.141 -1.366 -0.760
C 3.582 -2.636 -1.054
C 4.948 -2.790 -1.298
C 5.814 -1.705 -1.239
C 5.349 -0.421 -0.943
C 4.002 -0.278 -0.708
H 2.899 -3.475 -1.095
H 5.340 -3.772 -1.530
H 6.870 -1.855 -1.421
H 6.021 0.427 -0.897
S -0.926 2.616 1.270
C 0.127 3.857 0.792
N 1.263 3.778 0.092
C 1.875 5.098 -0.118
C 0.919 6.051 0.628
N -0.132 5.136 1.077
H 1.839 2.943 0.026
H 1.916 5.324 -1.181
H 2.888 5.117 0.276
H 0.515 6.818 -0.028
H 1.394 6.537 1.478
H -0.963 5.418 1.565
```

Output
multiplicity: 2
LUMO level (spin up / spin down): -3.923 / -3.375 eV
molar mass: 615.7 g/mol
net charge: +1
E_HOMO (spin up / spin down): -11.19 / -11.17 eV

=====

# 2
Here is a molecular structure, C17H53GaN10O3P3 from the Open Molecules 2025 dataset. Energies are from the ωB97M-V functional and the def2-TZVPD basis.

XYZ file:
```
87
Properties=species:S:1:pos:R:3
N 2.428 2.256 3.376
C 2.602 2.046 2.144
N 3.211 0.842 1.639
N 2.252 2.980 1.155
C 2.329 4.385 1.570
C 0.970 5.054 1.926
C -0.086 4.144 2.588
C -0.129 4.149 4.127
Ga -1.359 2.585 4.694
P -3.185 2.349 3.196
N -2.433 1.601 1.795
O -3.706 3.857 2.589
H 2.733 1.469 3.939
H 2.496 0.246 1.235
H 3.650 0.341 2.399
H 1.352 2.768 0.740
H 2.733 4.936 0.711
H 3.050 4.522 2.372
H 1.175 5.898 2.588
H 0.546 5.447 0.993
H -1.063 4.528 2.277
H -0.047 3.110 2.235
H 0.850 4.061 4.602
H -0.596 5.061 4.519
H -0.549 1.183 4.638
H -1.853 2.797 6.211
H -3.126 1.148 1.209
H -1.813 0.854 2.099
H -3.171 4.028 1.798
O -1.836 -1.802 1.706
P -1.808 -2.815 0.575
N -3.526 -3.094 0.676
C -4.233 -4.341 0.516
C -4.363 -1.960 0.292
N -0.872 -4.009 1.442
C -1.515 -5.057 2.211
C 0.196 -3.425 2.257
N -1.708 -3.738 -0.876
C -2.236 -3.104 -2.081
C -1.392 -5.138 -1.040
H -4.350 -4.657 -0.534
H -5.235 -4.245 0.939
H -3.775 -5.157 1.068
H -4.399 -1.820 -0.798
H -3.991 -1.039 0.740
H -5.387 -2.090 0.649
H -2.243 -4.662 2.934
H -0.765 -5.627 2.764
H -2.002 -5.795 1.571
H -0.178 -3.025 3.205
H 0.696 -2.616 1.726
H 0.948 -4.187 2.478
H -3.278 -3.393 -2.269
H -1.644 -3.365 -2.961
H -2.198 -2.016 -1.997
H -2.232 -5.778 -0.755
H -0.509 -5.428 -0.475
H -1.158 -5.354 -2.087
O -0.293 0.695 -3.878
P 1.115 1.015 -3.447
N 1.903 -0.386 -4.072
C 3.052 -1.065 -3.522
C 1.827 -0.549 -5.519
N 0.859 0.956 -1.732
C 1.223 -0.216 -0.963
C -0.482 1.383 -1.314
N 2.519 1.958 -3.232
C 3.158 2.456 -4.446
C 3.311 2.144 -2.028
H 4.008 -0.556 -3.725
H 3.121 -2.068 -3.948
H 2.972 -1.223 -2.450
H 2.506 0.133 -6.051
H 0.813 -0.362 -5.873
H 2.080 -1.571 -5.811
H 0.769 -1.133 -1.372
H 0.894 -0.114 0.075
H 2.306 -0.342 -0.887
H -1.228 0.589 -1.449
H -0.811 2.252 -1.880
H -0.477 1.663 -0.259
H 3.964 1.793 -4.785
H 3.577 3.453 -4.294
H 2.432 2.546 -5.257
H 3.931 1.268 -1.812
H 2.703 2.376 -1.159
H 3.984 2.997 -2.150
```

Output
LUMO level: 1.428 eV
molar mass: 608.3 g/mol
net charge: -1
E_HOMO: -2.74 eV

=====

# 3
Here is 8 unconnected molecules or ions with the total composition C30H83N7O8 from the Open Molecules 2025 dataset. Energies are from the ωB97M-V functional and the def2-TZVPD basis.

XYZ file:
```
128
Properties=species:S:1:pos:R:3
C -6.087 10.639 -23.969
O -6.770 11.066 -22.819
C -7.344 12.394 -22.896
C -8.376 12.611 -21.765
C -7.802 12.367 -20.367
N -9.607 11.931 -21.993
H -5.230 11.277 -24.185
H -6.788 10.413 -24.772
H -5.664 9.659 -23.746
H -6.488 13.061 -22.794
H -7.819 12.489 -23.872
H -8.597 13.678 -21.787
H -6.944 12.996 -20.129
H -7.559 11.305 -20.324
H -8.586 12.568 -19.637
H -10.127 12.342 -22.755
H -9.288 11.041 -22.348
C -8.672 14.026 -14.302
O -8.929 14.933 -15.396
C -8.689 14.420 -16.668
C -8.956 15.557 -17.666
C -7.928 16.729 -17.720
N -10.260 16.160 -17.461
H -7.614 13.764 -14.329
H -9.199 13.080 -14.175
H -8.775 14.604 -13.384
H -7.713 13.973 -16.858
H -9.466 13.660 -16.749
H -9.033 15.125 -18.664
H -8.047 17.371 -16.846
H -8.228 17.442 -18.488
H -6.876 16.507 -17.893
H -10.829 15.460 -17.006
H -10.068 16.762 -16.673
C -13.612 14.160 -8.055
O -14.049 13.982 -9.412
C -13.294 12.980 -10.076
C -11.843 13.373 -10.474
C -11.819 14.694 -11.207
N -11.145 12.443 -11.267
H -13.644 13.234 -7.481
H -14.256 14.908 -7.593
H -12.601 14.541 -7.913
H -13.464 11.988 -9.657
H -13.852 12.875 -11.007
H -11.359 13.546 -9.513
H -11.988 15.531 -10.529
H -12.476 14.727 -12.076
H -10.792 14.946 -11.469
H -11.038 11.564 -10.781
H -11.715 12.185 -12.060
C -10.773 19.112 -21.815
O -12.068 19.017 -21.289
C -12.400 18.026 -20.312
C -11.863 16.683 -20.706
C -12.484 16.172 -21.982
N -12.155 15.742 -19.650
H -10.779 19.928 -22.538
H -10.369 18.238 -22.327
H -10.114 19.255 -20.959
H -11.984 18.347 -19.357
H -13.476 17.985 -20.147
H -10.781 16.664 -20.836
H -12.044 15.234 -22.321
H -12.285 16.820 -22.836
H -13.573 16.208 -21.942
H -12.252 14.797 -19.994
H -11.454 15.754 -18.923
C -3.461 16.115 -12.579
O -3.856 15.608 -11.320
C -5.216 15.204 -11.249
C -6.218 16.374 -10.852
C -5.880 17.164 -9.535
N -7.637 15.885 -10.711
H -4.151 16.862 -12.973
H -3.203 15.286 -13.238
H -2.508 16.640 -12.642
H -5.448 14.463 -12.013
H -5.144 14.652 -10.311
H -6.090 17.140 -11.616
H -6.619 17.947 -9.364
H -4.879 17.596 -9.549
H -5.934 16.479 -8.689
H -7.980 15.417 -11.538
H -7.707 15.152 -10.020
C -14.842 15.025 -14.176
O -14.273 14.817 -15.427
C -14.342 15.863 -16.343
C -15.435 15.558 -17.455
C -15.219 14.233 -18.268
N -15.348 16.584 -18.510
H -15.110 14.061 -13.744
H -15.725 15.637 -14.360
H -14.187 15.597 -13.518
H -14.481 16.829 -15.857
H -13.376 15.932 -16.843
H -16.390 15.527 -16.931
H -15.994 14.224 -19.034
H -15.307 13.341 -17.648
H -14.272 13.992 -18.751
H -14.401 16.740 -18.825
H -15.877 16.153 -19.255
C -12.182 12.639 -16.264
O -11.178 11.900 -17.052
C -11.543 10.752 -17.876
C -12.281 11.305 -19.166
C -12.605 10.346 -20.240
N -11.640 12.376 -19.833
H -11.772 13.259 -15.466
H -12.722 11.901 -15.671
H -12.857 13.191 -16.916
H -10.667 10.208 -18.230
H -12.083 10.001 -17.299
H -13.214 11.727 -18.794
H -11.696 9.826 -20.541
H -13.023 10.771 -21.153
H -13.318 9.547 -20.037
H -10.974 11.942 -20.457
H -10.971 12.732 -19.165
C -7.082 11.754 -9.940
C -7.650 12.020 -11.318
O -8.542 13.156 -11.276
H -6.474 10.872 -9.739
H -7.918 11.651 -9.248
H -6.582 12.625 -9.515
H -8.142 11.252 -11.915
H -6.817 12.269 -11.975
H -9.433 12.828 -11.132
```

Output
LUMO level: 0.469 eV
molar mass: 670.0 g/mol
energy relative to the best compared isomer or geometry (same formula, charge and spin): 90.90 kcal/mol
E_HOMO: -8.29 eV
SMILES: COC[C@H](C)N.COC[C@H](C)N.COC[C@H](C)N.COC[C@H](C)N.COC[C@H](C)N.COC[C@H](C)N.COC[C@H](C)N.CCO

=====

# 4
Here is 2 unconnected molecules or ions with the total composition C6H11N from the Open Molecules 2025 dataset. Energies are from the ωB97M-V functional and the def2-TZVPD basis.

XYZ file:
```
18
Properties=species:S:1:pos:R:3
C 1.224 -0.575 -1.353
C 0.780 -0.801 0.075
C -0.426 -1.638 0.411
C -0.457 -0.145 0.610
C -0.429 0.514 1.973
H 1.949 -1.334 -1.670
H 1.694 0.410 -1.468
H 0.369 -0.629 -2.040
H 1.596 -0.874 0.795
H -0.373 -2.284 1.285
H -1.011 -2.046 -0.414
H -1.053 0.396 -0.123
H -1.373 1.015 2.195
H -0.239 -0.212 2.768
H 0.361 1.270 2.018
C -0.875 2.290 -1.705
N -0.745 3.173 -0.973
H -0.993 1.468 -2.384
```

Output
LUMO level: 0.937 eV
molar mass: 97.2 g/mol
energy relative to the best compared isomer or geometry (same formula, charge and spin): 38.35 kcal/mol
E_HOMO: -9.95 eV
SMILES: C[C@@H]1C[C@H]1C.C#N

=====

# 5
Here is a molecular structure, C37H44BF5MoN6O5S3Se from the Open Molecules 2025 dataset. Energies are from the ωB97M-V functional and the def2-TZVPD basis.

XYZ file:
```
103
Properties=species:S:1:pos:R:3
Mo 0.077 0.103 -0.274
C -2.845 -4.801 -0.361
C -2.278 -3.531 0.213
C -2.751 -3.069 1.375
C -2.319 -1.962 2.231
N -1.945 -0.819 1.824
N -1.736 -0.213 0.712
B -1.780 1.246 0.494
N -2.870 1.676 -0.514
N -4.015 2.180 -0.036
C -5.023 2.347 -0.863
C -4.899 2.030 -2.234
C -3.755 1.467 -2.716
C -3.586 1.064 -4.145
C -2.720 1.259 -1.775
S -1.306 0.395 -2.223
C -6.327 2.862 -0.262
C -6.094 4.280 0.266
C -6.738 1.924 0.882
C -7.449 2.899 -1.299
N -1.494 2.066 1.776
N -2.346 3.050 2.094
C -2.196 3.692 3.228
C -1.149 3.356 4.116
C -0.273 2.360 3.807
C 0.840 1.955 4.722
C -0.449 1.715 2.556
S 0.693 0.530 2.072
C -3.263 4.727 3.563
C -4.585 3.960 3.734
C -3.376 5.752 2.427
C -2.948 5.464 4.864
C -1.200 -2.929 -0.607
S -1.188 -2.898 -2.199
C -2.471 -2.139 3.746
C -1.416 -1.315 4.484
C -3.874 -1.622 4.102
C -2.331 -3.610 4.154
H -3.691 -5.145 0.229
H -2.075 -5.575 -0.356
H -3.164 -4.660 -1.392
H -3.526 -3.671 1.832
H -5.730 2.199 -2.902
H -4.501 1.244 -4.704
H -3.329 0.007 -4.221
H -2.776 1.629 -4.609
H -5.261 4.302 0.960
H -6.988 4.629 0.784
H -5.883 4.974 -0.550
H -5.918 1.769 1.582
H -7.053 0.953 0.496
H -7.577 2.358 1.426
H -7.229 3.583 -2.121
H -8.358 3.260 -0.818
H -7.669 1.911 -1.707
H -1.049 3.883 5.055
H 0.786 2.507 5.658
H 1.812 2.141 4.261
H 0.791 0.887 4.939
H -4.785 3.331 2.870
H -5.408 4.666 3.851
H -4.554 3.329 4.625
H -3.412 5.270 1.452
H -2.533 6.437 2.436
H -4.286 6.338 2.561
H -2.918 4.793 5.724
H -3.733 6.195 5.053
H -2.004 6.011 4.803
H -1.504 -0.254 4.248
H -0.407 -1.646 4.234
H -1.558 -1.434 5.558
H -3.962 -0.556 3.886
H -4.058 -1.779 5.165
H -4.651 -2.153 3.549
H -1.420 -4.058 3.753
H -3.182 -4.216 3.847
H -2.281 -3.666 5.241
O 2.760 -1.886 -3.007
C 2.267 -1.357 -1.926
O 1.309 -0.591 -1.945
C 3.031 -1.726 -0.681
O 2.319 -1.351 0.480
C 1.947 -2.408 1.344
C 0.635 -3.072 0.977
O 0.259 -4.118 1.385
O -0.076 -2.316 0.045
H 2.286 -1.576 -3.798
H 3.972 -1.168 -0.718
H 3.276 -2.790 -0.709
H 1.840 -1.991 2.346
H 2.708 -3.190 1.388
F 1.851 5.939 3.795
C 1.772 5.086 2.787
C 0.739 5.199 1.871
F -0.144 6.182 2.005
C 0.633 4.285 0.836
F -0.380 4.399 -0.022
C 1.560 3.265 0.690
Se 1.472 2.053 -0.772
C 2.599 3.182 1.604
F 3.507 2.213 1.498
C 2.711 4.075 2.657
F 3.690 3.956 3.544
```

Output
multiplicity: 3
LUMO level (spin up / spin down): -6.683 / -7.518 eV
molar mass: 1029.7 g/mol
net charge: +2
energy relative to the best compared isomer or geometry (same formula, charge and spin): 80.06 kcal/mol
E_HOMO (spin up / spin down): -13.17 / -13.48 eV

=====

# 6
Here is a gas-phase ion, C20H21F2 (charge +1) from the Open Molecules 2025 dataset. Energies are from the ωB97M-V functional and the def2-TZVPD basis.

XYZ file:
```
43
Properties=species:S:1:pos:R:3
C -5.207 0.215 3.167
C -3.901 0.797 2.773
C -2.843 0.041 2.325
C -1.617 0.632 2.072
C -0.330 -0.028 1.697
H -5.947 1.012 3.268
H -5.556 -0.494 2.406
H -5.163 -0.323 4.125
H -3.769 1.870 2.919
H -2.990 -1.044 2.198
H -1.530 1.698 2.318
H 0.461 0.669 2.028
H -0.235 -0.952 2.294
C 4.179 -4.313 -0.624
C 3.173 -3.282 -0.279
C 3.330 -1.968 -0.705
F 4.451 -1.661 -1.443
C 2.390 -0.970 -0.464
C 1.160 -1.316 0.132
C -0.035 -0.348 0.233
C 0.050 0.888 -0.690
C 0.600 0.799 -1.989
C 0.575 1.905 -2.832
F 1.244 1.860 -4.029
C -0.049 3.099 -2.499
C -0.102 4.257 -3.426
C -0.587 3.181 -1.220
C -0.520 2.113 -0.330
C 1.045 -2.602 0.689
C 2.023 -3.573 0.474
H 4.022 -5.210 -0.018
H 4.098 -4.606 -1.682
H 5.203 -3.950 -0.457
H 2.587 0.041 -0.805
H -0.902 -0.935 -0.160
H 1.047 -0.124 -2.362
H -0.778 5.008 -3.003
H 0.876 4.736 -3.563
H -0.479 3.969 -4.413
H -1.051 4.116 -0.916
H -0.982 2.235 0.642
H 0.158 -2.861 1.272
H 1.902 -4.582 0.875
```

Output
LUMO level: -6.302 eV
molar mass: 299.4 g/mol
net charge: +1
energy relative to the best compared isomer or geometry (same formula, charge and spin): 10.88 kcal/mol
E_HOMO: -11.47 eV